DFT (wB97M-V/def2-TZVPD) results for an isolated ion of composition C27H56FNOPS2 and charge +1 in a non-equilibrium geometry.

Element x y z (Å)
1 C 1.575 -8.027 0.156
2 C 0.702 -7.643 -1.118
3 C 0.135 -6.155 -1.126
4 C 1.150 -5.044 -0.616
5 C 2.113 -4.459 -1.755
6 C 3.424 -3.823 -1.075
7 C 3.284 -2.222 -0.940
8 C 4.052 -1.654 0.344
9 N 3.384 -0.460 0.912
10 C 4.341 0.391 1.695
11 C 4.899 1.497 0.665
12 C 6.311 2.093 1.082
13 C 6.670 3.220 -0.017
14 C 7.997 3.983 0.406
15 C 8.565 5.011 -0.677
16 C 8.008 4.810 -2.150
17 C 8.680 3.550 -2.904
18 C 2.194 -0.788 1.658
19 S 1.747 -2.292 2.218
20 S 1.047 0.639 2.001
21 C -0.677 0.053 1.578
22 C -1.649 0.442 2.800
23 C -3.073 -0.295 2.655
24 P -4.256 0.701 1.553
25 F -4.693 -0.347 0.320
26 C -5.757 1.344 2.473
27 C -7.136 1.108 1.686
28 C -7.687 2.458 1.003
29 C -9.277 2.506 1.060
30 C -9.946 1.808 -0.205
31 O -9.780 2.611 -1.392
32 C -10.679 2.123 -2.425
33 C -10.793 3.164 -3.637
34 H 1.410 -9.111 0.467
35 H 2.671 -7.862 -0.123
36 H 1.381 -7.355 1.057
37 H -0.212 -8.332 -1.098
38 H 1.225 -7.895 -2.100
39 H -0.855 -6.104 -0.576
40 H -0.093 -5.904 -2.219
41 H 1.773 -5.337 0.278
42 H 0.510 -4.158 -0.271
43 H 2.341 -5.186 -2.588
44 H 1.554 -3.569 -2.207
45 H 3.550 -4.192 -0.004
46 H 4.320 -4.086 -1.727
47 H 3.761 -1.736 -1.856
48 H 2.196 -1.890 -0.905
49 H 5.068 -1.294 -0.037
50 H 4.298 -2.461 1.112
51 H 5.189 -0.306 2.012
52 H 3.858 0.884 2.602
53 H 5.005 1.030 -0.372
54 H 4.125 2.317 0.584
55 H 7.095 1.263 1.026
56 H 6.329 2.521 2.139
57 H 5.815 3.969 0.041
58 H 6.720 2.698 -1.018
59 H 8.821 3.243 0.691
60 H 7.754 4.545 1.369
61 H 9.697 4.859 -0.725
62 H 8.421 6.082 -0.312
63 H 8.354 5.720 -2.749
64 H 6.878 4.783 -2.224
65 H 8.623 2.645 -2.231
66 H 9.738 3.841 -3.183
67 H 8.066 3.316 -3.838
68 H -1.018 0.554 0.609
69 H -0.650 -1.070 1.442
70 H -1.758 1.564 2.909
71 H -1.196 0.068 3.769
72 H -3.540 -0.376 3.690
73 H -2.894 -1.318 2.185
74 H -3.540 1.841 1.042
75 H -5.869 0.831 3.485
76 H -5.663 2.450 2.684
77 H -7.909 0.793 2.460
78 H -7.091 0.267 0.925
79 H -7.371 2.532 -0.080
80 H -7.242 3.341 1.553
81 H -9.694 2.028 2.010
82 H -9.634 3.578 1.063
83 H -9.533 0.751 -0.353
84 H -11.068 1.692 -0.020
85 H -10.328 1.099 -2.794
86 H -11.733 1.998 -2.018
87 H -10.983 4.207 -3.238
88 H -11.676 2.842 -4.282
89 H -9.870 3.090 -4.283

Properties
- orbital gap (eV) = 6.59
- highest occupied orbital energy (eV) = -10.70
- total charge = +1
- 2S+1 = 1

DFT (wB97M-V/def2-TZVPD) results for C36H31Cl3N4O3PPdS2 as an isolated structure in a non-equilibrium geometry.

Element x y z (Å)
1 Pd 2.092 -0.441 -1.920
2 O 5.577 1.203 -0.998
3 C 4.739 0.332 -0.907
4 O 4.213 -0.338 -1.843
5 C 4.227 -0.041 0.530
6 P 2.392 -0.115 0.471
7 C 2.018 -0.538 2.202
8 C 1.630 0.385 3.166
9 C 1.481 -0.028 4.478
10 C 1.703 -1.350 4.829
11 C 2.077 -2.272 3.865
12 C 2.230 -1.869 2.554
13 C 1.841 1.618 0.268
14 C 2.675 2.675 -0.093
15 C 2.144 3.937 -0.304
16 C 0.784 4.163 -0.164
17 C -0.052 3.114 0.190
18 C 0.468 1.850 0.392
19 H 4.587 0.662 1.286
20 H 4.604 -1.042 0.760
21 H 1.459 1.419 2.901
22 H 1.201 0.687 5.238
23 H 1.584 -1.662 5.855
24 H 2.247 -3.300 4.143
25 H 2.522 -2.577 1.790
26 H 3.740 2.537 -0.197
27 H 2.808 4.744 -0.576
28 H 0.380 5.152 -0.323
29 H -1.110 3.283 0.315
30 H -0.182 1.032 0.681
31 Cl -7.163 -0.292 4.258
32 C -6.134 -0.847 2.997
33 C -6.673 -1.498 1.895
34 C -5.835 -1.902 0.873
35 C -4.467 -1.663 0.913
36 C -3.594 -2.022 -0.273
37 C -3.150 -0.701 -0.952
38 N -1.990 -0.882 -1.778
39 C -1.906 -0.812 -3.136
40 C -0.594 -1.009 -3.458
41 N 0.116 -1.204 -2.308
42 C -0.752 -1.124 -1.316
43 O -2.429 -2.722 0.084
44 C -2.658 -4.005 0.645
45 C -1.397 -4.419 1.333
46 C -1.284 -4.636 2.678
47 Cl -2.513 -4.462 3.853
48 S 0.315 -5.110 3.137
49 C 0.846 -4.959 1.507
50 C -0.156 -4.594 0.670
51 C -3.943 -1.049 2.052
52 Cl -2.242 -0.772 2.231
53 C -4.766 -0.636 3.087
54 H -7.734 -1.681 1.838
55 H -6.253 -2.409 0.017
56 H -4.183 -2.622 -0.988
57 H -2.904 0.023 -0.170
58 H -3.971 -0.312 -1.555
59 H -2.759 -0.632 -3.755
60 H -0.119 -1.032 -4.421
61 H -0.529 -1.295 -0.279
62 H -2.918 -4.719 -0.151
63 H -3.481 -3.970 1.369
64 H 1.867 -5.173 1.262
65 H -0.030 -4.441 -0.387
66 H -4.345 -0.148 3.952
67 N 1.871 6.291 -3.931
68 C 2.795 5.389 -3.589
69 S 4.282 5.861 -3.038
70 C 2.460 3.962 -3.612
71 C 3.448 3.000 -3.834
72 C 3.113 1.660 -3.779
73 N 1.880 1.232 -3.475
74 C 0.936 2.150 -3.256
75 C 1.165 3.509 -3.344
76 H 2.105 7.271 -3.868
77 H 0.987 6.031 -4.339
78 H 4.462 3.301 -4.053
79 H 3.851 0.892 -3.986
80 H -0.059 1.775 -3.041
81 H 0.352 4.193 -3.165

Properties
- orbital gap (spin up / spin down) (eV) = 6.09 / 6.09
- highest occupied orbital energy (spin up / spin down) (eV) = -10.74 / -10.74
- total charge = +1
- 2S+1 = 1

| no. | E (eV) |
| --- | --- |
| 1 | -66110.6995 |
| 2 | -121939.4965 |